Run one
Molecular formula: C10H16
Method: DFT, the ωB97M-V functional and the def2-TZVPD basis

Last column: Mulliken charge in e.
Cartesian coordinates (Å):
C: 1.2548 -2.2662 0.2667  -1.145
C: 0.3847 -1.0099 -0.0057  -0.199
C: 0.5878 0.1370 0.9617  0.641
C: -0.3273 0.2361 2.0373  -0.493
C: 0.0225 1.1484 3.0495  -0.379
C: 1.0696 2.0718 2.8509  -0.413
C: 2.0591 1.8586 1.8908  -0.364
C: 1.7978 0.8661 0.9013  -0.451
H: 1.5176 -2.5784 1.2771  0.326
H: 2.2913 -2.2315 -0.3549  0.241
H: 0.6507 -3.0213 -0.2382  0.354
H: 0.4827 -0.6940 -1.1445  0.028
H: -0.7331 -1.3462 0.1292  0.315
H: -1.2945 -0.3877 2.1765  0.201
H: -0.5378 1.1502 3.9878  0.349
H: 1.2083 2.8949 3.6448  0.261
H: 3.0881 2.2977 1.7967  0.297
H: 2.5239 0.5887 0.1581  0.372
C: -1.2568 0.1800 -2.8836  -0.468
C: -2.8014 -0.0469 -2.8817  -0.777
H: -0.6483 -0.5580 -2.3263  -0.054
H: -0.8271 0.1303 -3.8968  0.356
H: -0.9885 1.2135 -2.5223  0.282
H: -3.3527 0.8885 -3.1162  0.257
H: -3.2154 -0.6195 -1.9942  0.272
H: -2.9559 -0.9024 -3.7642  0.189

Summary:
charge = 0
gap between HOMO and LUMO = 0.361 hartree
HOMO = -8.9 eV
SMILES = CCc1ccccc1.CC

=====

Run two
Molecular formula: C10H16
Method: DFT, the ωB97M-V functional and the def2-TZVPD basis

Last column: Mulliken charge in e.
Cartesian coordinates (Å):
C: 0.3088 3.0870 -1.2392  -1.431
C: -0.0010 2.3389 0.0216  0.681
C: -0.5885 1.0771 -0.0393  -0.139
C: -0.9814 0.4922 1.1547  -0.297
C: -0.6900 1.0141 2.3990  -0.692
C: -0.1319 2.2933 2.4534  -0.479
C: 0.2298 2.9094 1.2679  -0.446
H: 1.3230 2.8450 -1.5751  0.275
H: 0.2867 4.1726 -1.1661  0.392
H: -0.3644 2.8574 -2.0662  0.359
H: -0.8905 0.6224 -0.9736  0.459
H: -1.4416 -0.4823 1.1677  0.153
H: -0.8635 0.4645 3.3141  0.383
H: -0.0204 2.8218 3.3907  0.372
H: 0.7016 3.8852 1.3178  0.361
C: -0.7797 -2.6728 -0.0889  -1.229
C: 0.3019 -2.2917 -1.0702  0.049
C: 1.4072 -3.2945 -1.4748  -1.058
H: -0.4969 -2.8633 0.9464  0.344
H: -1.5151 -1.8726 -0.0265  0.294
H: -1.4235 -3.5287 -0.3169  0.399
H: 0.7441 -1.3396 -0.7782  0.156
H: -0.2345 -2.0255 -1.9882  0.228
H: 1.4755 -3.3679 -2.5521  0.283
H: 1.3022 -4.2610 -0.9880  0.293
H: 2.3422 -2.8811 -1.0900  0.289

Summary:
charge = 0
gap between HOMO and LUMO = 0.368 hartree
HOMO = -9.0 eV
SMILES = Cc1ccccc1.CCC

=====

The structure with the least stability is run one.

=====

Run one
Molecular formula: C10H16
Method: DFT, the ωB97M-V functional and the def2-TZVPD basis

Last column: Mulliken charge in e.
Cartesian coordinates (Å):
C: 0.2003 2.0100 0.4413  -1.137
C: 1.4972 1.3033 0.4135  0.648
C: 2.0148 0.2750 1.1741  -0.247
C: 3.0997 -0.5147 0.8302  -0.500
C: 3.6741 -0.3425 -0.4071  -0.349
C: 3.1593 0.6017 -1.2614  -0.455
C: 2.1471 1.5130 -0.8489  -0.407
H: -0.5416 1.4818 -0.1928  0.003
H: 0.2143 3.0170 -0.0414  0.370
H: -0.3300 2.1927 1.3788  0.399
H: 1.4003 0.1010 2.0528  0.322
H: 3.4461 -1.0796 1.6940  0.331
H: 4.4670 -0.9855 -0.8219  0.317
H: 3.5298 0.6817 -2.2734  0.371
H: 1.8245 2.2702 -1.5555  0.312
C: -3.2149 -2.2227 0.5039  -1.051
C: -2.4967 -0.8507 0.5141  0.122
C: -2.2131 -0.3785 -0.8978  -1.147
H: -4.2416 -2.0652 0.8679  0.274
H: -3.6169 -2.4448 -0.5109  0.270
H: -2.8431 -3.0271 1.1806  0.310
H: -3.1666 -0.0936 0.9446  0.305
H: -1.5615 -1.0854 0.9908  0.076
H: -2.8026 0.5161 -1.2017  0.329
H: -1.2392 0.0442 -1.1411  0.193
H: -2.4068 -0.9173 -1.8325  0.341

Summary:
charge = 0
gap between HOMO and LUMO = 0.366 hartree
HOMO = -9.0 eV
SMILES = Cc1ccccc1.CCC

=====

Run two
Molecular formula: C10H16
Method: DFT, the ωB97M-V functional and the def2-TZVPD basis

Last column: Mulliken charge in e.
Cartesian coordinates (Å):
C: 1.0183 -1.5097 -1.6854  -1.122
C: 0.8373 -1.0291 -0.2634  0.218
C: -0.5303 -0.6760 0.2196  0.408
C: -1.0957 -1.4671 1.2861  -0.638
C: -2.2064 -0.9980 1.9567  -0.417
C: -2.9335 0.1005 1.5050  -0.396
C: -2.5397 0.7142 0.3303  -0.575
C: -1.3499 0.3167 -0.2645  -0.085
H: 1.1521 -0.6619 -2.3523  0.268
H: 0.1071 -2.0601 -2.0296  0.343
H: 1.7918 -2.2578 -1.7951  0.342
H: 1.3474 -1.7205 0.4131  0.475
H: 1.4483 -0.0649 -0.1288  -0.617
H: -0.4515 -2.2642 1.5886  0.370
H: -2.5404 -1.4805 2.8702  0.335
H: -3.6844 0.5339 2.1375  0.379
H: -3.1211 1.5619 -0.0139  0.349
H: -1.0268 0.8727 -1.1345  0.322
C: 2.4561 1.8914 -0.9513  -0.609
C: 3.9823 1.9886 -1.0571  -0.999
H: 2.2010 1.1754 -0.1979  0.124
H: 1.9657 2.7893 -0.5175  0.374
H: 1.8675 1.6250 -1.8450  0.289
H: 4.4616 1.4315 -0.2618  0.308
H: 4.2688 3.0680 -1.0110  0.269
H: 4.3268 1.7989 -2.0622  0.284

Summary:
charge = 0
gap between HOMO and LUMO = 0.365 hartree
HOMO = -8.9 eV
SMILES = CCc1ccccc1.CC

=====

The structure with the least stability is run one.

=====

Run one
Molecular formula: C10H16
Method: DFT, the ωB97M-V functional and the def2-TZVPD basis

Last column: Mulliken charge in e.
Cartesian coordinates (Å):
C: 0.3918 1.7377 -2.0128  -1.326
C: 1.2514 0.8818 -1.0807  0.455
C: 1.4572 1.2613 0.2340  -0.073
C: 1.9963 0.3699 1.1527  -0.461
C: 2.4436 -0.8646 0.7319  -0.507
C: 2.3015 -1.2189 -0.6026  -0.510
C: 1.7492 -0.3471 -1.5169  -0.466
H: 0.8518 2.5878 -2.5201  0.343
H: -0.4147 2.0397 -1.3797  0.423
H: 0.1494 1.0866 -2.8548  0.341
H: 1.2362 2.2633 0.5826  0.328
H: 2.1378 0.7844 2.1410  0.394
H: 2.9715 -1.4838 1.4413  0.401
H: 2.5820 -2.2085 -0.9258  0.374
H: 1.5743 -0.6063 -2.5537  0.325
C: -2.0706 -0.0364 -0.2991  -0.753
C: -2.6328 -0.4527 1.0390  -0.376
C: -1.5859 -1.2050 1.8837  -0.949
H: -1.9899 -0.8739 -1.0124  0.349
H: -1.1382 0.5082 -0.3583  -0.127
H: -2.8149 0.5170 -0.8943  0.398
H: -2.7852 0.4679 1.6174  0.229
H: -3.5746 -0.9750 0.9863  0.359
H: -2.0574 -1.5695 2.7932  0.359
H: -1.2954 -2.0990 1.3242  0.278
H: -0.7344 -0.5650 2.0840  0.190

Summary:
charge = 0
gap between HOMO and LUMO = 0.371 hartree
HOMO = -9.0 eV
SMILES = Cc1ccccc1.CCC

=====

Run two
Molecular formula: C10H16
Method: DFT, the ωB97M-V functional and the def2-TZVPD basis

Last column: Mulliken charge in e.
Cartesian coordinates (Å):
C: 1.3186 -0.9431 1.4057  -1.292
C: 0.8527 -1.5814 0.1174  0.981
C: 1.3523 -1.3212 -1.1497  -0.302
C: 0.8140 -1.8481 -2.2978  -0.550
C: -0.1951 -2.7855 -2.1595  -0.330
C: -0.6921 -3.1148 -0.8937  -0.486
C: -0.2329 -2.5092 0.2472  -0.584
H: 1.2119 -1.5160 2.3230  0.422
H: 0.7324 -0.0384 1.5674  0.067
H: 2.3466 -0.5964 1.2822  0.375
H: 1.9736 -0.4213 -1.1818  0.289
H: 1.1548 -1.6592 -3.3072  0.386
H: -0.6852 -3.2696 -2.9894  0.363
H: -1.5940 -3.7184 -0.9398  0.312
H: -0.4618 -2.6396 1.2951  0.351
C: -0.0930 3.2243 -0.3232  -1.234
C: -0.9913 2.2049 0.2730  0.085
C: -1.0627 2.0391 1.7974  -1.386
H: 0.1625 2.9415 -1.3451  0.297
H: -0.4524 4.2624 -0.3422  0.359
H: 0.8379 3.4898 0.2084  0.321
H: -0.9434 1.1902 -0.1422  0.217
H: -2.0110 2.4439 -0.0739  0.290
H: -1.6914 1.1937 2.0663  0.311
H: -1.5253 2.9497 2.2070  0.402
H: -0.1258 2.0229 2.3554  0.336

Summary:
charge = 0
gap between HOMO and LUMO = 0.363 hartree
HOMO = -8.9 eV
SMILES = Cc1ccccc1.CCC

=====

Run three
Molecular formula: C10H16
Method: DFT, the ωB97M-V functional and the def2-TZVPD basis

Last column: Mulliken charge in e.
Cartesian coordinates (Å):
C: 1.7325 0.8892 -1.4307  -1.222
C: 0.2739 0.4799 -1.3482  -0.202
C: 0.1242 -0.7831 -0.4692  0.774
C: 0.8525 -1.0108 0.7148  -0.085
C: 0.9094 -2.2404 1.3145  -0.649
C: 0.2012 -3.3191 0.7750  -0.306
C: -0.5582 -3.1281 -0.3589  -0.683
C: -0.5616 -1.8706 -0.9803  -0.349
H: 2.3022 0.5437 -0.5778  0.336
H: 1.9866 1.9406 -1.2673  0.364
H: 2.2005 0.5337 -2.3437  0.306
H: -0.4481 1.1545 -0.9053  -0.255
H: -0.1289 0.1173 -2.2885  0.436
H: 1.3838 -0.1277 1.0411  0.160
H: 1.4173 -2.3425 2.2654  0.350
H: 0.3466 -4.2921 1.2260  0.360
H: -1.3656 -3.7819 -0.5732  0.359
H: -0.9039 -1.8971 -2.0132  0.213
C: -0.5726 2.7798 0.9480  -0.796
C: -1.8814 1.9887 0.7820  -0.901
H: -0.4054 3.5356 0.1797  0.268
H: -0.6984 3.4153 1.8132  0.396
H: 0.3223 2.2054 1.1694  0.185
H: -2.6880 2.4600 1.3263  0.364
H: -1.7755 1.0054 1.2532  0.236
H: -2.0652 1.7444 -0.2526  0.339

Summary:
charge = 0
gap between HOMO and LUMO = 0.369 hartree
HOMO = -9.0 eV
SMILES = CCc1ccccc1.CC

=====

The structure with the least stability is run three.

=====

Run one
Molecular formula: C3H9S
Method: DFT, the ωB97M-V functional and the def2-TZVPD basis

Last column: Mulliken charge in e.
Cartesian coordinates (Å):
S: 1.5918 -0.9658 3.0008  -0.869
H: 1.8663 0.2657 2.5570  -0.100
C: -0.5750 1.2135 0.0635  -0.863
C: -0.8600 0.0073 -0.8719  -0.184
C: 0.3042 -1.0130 -0.8751  -1.041
H: 0.0991 0.8739 0.8587  0.119
H: -1.4905 1.6477 0.4922  0.311
H: 0.0437 1.9695 -0.4530  0.269
H: -1.2584 0.3309 -1.8564  0.299
H: -1.7073 -0.5414 -0.4290  0.199
H: 0.4650 -1.6630 -1.7470  0.311
H: 1.2533 -0.4756 -0.7470  0.275
H: 0.2679 -1.6498 0.0072  0.274

Summary:
charge = -1
gap between HOMO and LUMO = 0.236 hartree
HOMO = -2.5 eV

=====

Run two
Molecular formula: C3H9S
Method: DFT, the ωB97M-V functional and the def2-TZVPD basis

Last column: Mulliken charge in e.
Cartesian coordinates (Å):
C: -1.4316 -0.0956 -0.9211  -0.854
C: -0.0039 -0.6353 -1.2388  -0.884
H: -1.9745 -0.9199 -0.3958  0.199
H: -1.9670 0.1296 -1.8450  0.317
H: -1.4499 0.7951 -0.3469  0.358
H: -0.0421 -1.3575 -2.0309  0.361
H: 0.7454 0.0780 -1.6321  0.274
H: 0.4795 -1.1177 -0.3864  0.262
C: 1.1619 0.5806 1.6626  -0.664
S: 1.2041 1.5877 3.1435  -0.701
H: 1.8668 0.7963 0.8507  0.199
H: 1.2932 -0.5211 1.8591  0.180
H: 0.1179 0.6797 1.2811  -0.046

Summary:
charge = -1
gap between HOMO and LUMO = 0.205 hartree
HOMO = -1.9 eV

=====

The structure with the least stability is run two.

=====

Run one
Molecular formula: C2H7N2P2
Method: DFT, the ωB97M-V functional and the def2-TZVPD basis

Last column: Mulliken charge in e.
Cartesian coordinates (Å):
C: -1.5806 -0.1923 -0.1958  0.386
C: 0.7750 0.0339 0.1776  -0.557
N: -2.8145 -0.3277 -0.3148  -0.508
N: 1.6953 0.4695 -0.9272  -0.419
P: -0.7033 1.3549 0.1410  0.012
P: -0.2427 -1.5443 -0.0671  -0.065
H: 1.4807 -0.0818 1.0018  0.519
H: -3.3348 -1.1199 -0.2502  0.253
H: 1.7892 1.5337 -0.9339  0.371
H: 1.0616 0.1307 -1.6733  0.426
H: 2.5808 -0.1916 -1.0166  0.395
H: -0.0129 1.5156 2.7693  0.063
H: -0.6938 -1.5807 1.2892  0.124

Summary:
charge = +1
gap between HOMO and LUMO (spin up / spin down) = 0.301 / 0.241 hartree
HOMO (spin up / spin down) = -12.8 / -12.7 eV

=====

Run two
Molecular formula: C2H7N2P2
Method: DFT, the ωB97M-V functional and the def2-TZVPD basis

Last column: Mulliken charge in e.
Cartesian coordinates (Å):
C: -1.7602 -0.9005 0.0821  -0.126
C: -0.2889 -1.2380 0.1153  -0.548
N: 1.0496 0.8863 -1.3967  -0.439
N: 0.9727 0.9084 1.3207  -0.451
P: -2.0746 0.7561 -0.0585  0.006
P: 0.1695 0.4952 -0.0850  0.395
H: -2.3496 -1.7918 0.1311  0.394
H: -0.0677 -1.9427 0.9046  0.369
H: -0.0898 -1.9600 -0.6535  0.359
H: 1.7604 0.4784 -1.8862  0.232
H: 0.7578 1.8462 -1.8370  0.292
H: 1.5761 1.7027 1.3007  0.270
H: 0.3449 0.7599 2.0625  0.246

Summary:
charge = +1
gap between HOMO and LUMO = 0.354 hartree
HOMO = -14.1 eV

=====

The structure with the least stability is run one.